The following is a DFT calculation (ωB97M-V/def2-TZVPD) of a structure of composition C25H26Cl3N5RuS2 at a distorted geometry.

Results
- Spin multiplicity: 2
- E_LUMO (spin up / spin down): -0.080 / -0.130 Ha
- HOMO level (spin up / spin down): -0.3427 / -0.3607 hartree
- Charge: +1
- Expectation value of S²: 0.77
- ΔE to the lowest compared entry with this formula, charge and spin: 142.22 kJ/mol
- Electronic energy: -95612.64971 eV
- Gap between HOMO and LUMO (spin up / spin down): 0.26246 / 0.23107 Ha

Structure (XYZ):
```
62
C25H26Cl3N5RuS2 (ωB97M-V/def2-TZVPD)
Ru 0.769 0.697 0.010
Cl -4.517 -1.041 -3.356
Cl -1.879 -2.190 -3.729
Cl -3.452 -2.884 -1.388
S 2.653 1.951 -0.175
S 1.426 -0.162 -2.067
N -0.277 -1.291 0.612
N -0.095 1.136 2.019
N -0.005 2.526 -0.723
N 2.264 -0.414 1.604
N -1.884 0.315 -1.222
C 3.423 -0.974 1.263
C -1.127 -3.556 1.955
C 4.580 -0.815 2.007
C -0.331 5.016 -1.918
C 2.207 0.341 2.700
C 3.326 0.585 3.480
C 0.865 0.872 3.123
C -0.014 -2.503 0.130
C 2.677 0.852 -2.616
C 4.530 -0.006 3.130
C -3.055 -1.601 -2.548
C 0.047 3.652 0.021
C 4.291 2.756 -2.202
C -0.425 -3.663 0.767
C 3.197 1.816 -1.778
C -0.221 2.644 -2.042
C -0.965 -1.187 1.751
C -0.388 3.862 -2.675
C 3.214 0.636 -4.003
C -1.268 0.217 2.153
C -0.116 4.902 -0.557
C -1.401 -2.291 2.458
C -2.446 -0.497 -1.805
C 0.282 3.533 1.498
C -0.658 2.499 2.082
H 3.257 1.227 4.349
H 0.113 4.498 1.974
H 3.890 3.534 -2.856
H -0.073 5.781 0.071
H 2.613 -0.094 -4.540
H 0.550 -2.538 -0.796
H 4.244 0.274 -3.967
H -0.456 5.989 -2.375
H -2.032 0.578 1.462
H -1.455 -4.440 2.485
H 1.328 3.270 1.677
H 5.418 0.168 3.723
H -1.674 0.266 3.168
H 5.497 -1.295 1.698
H -0.245 1.722 -2.599
H 4.737 3.243 -1.337
H -0.964 2.740 3.106
H 3.422 -1.545 0.342
H -1.950 -2.163 3.382
H 5.077 2.237 -2.752
H 0.422 0.126 3.789
H -0.189 -4.626 0.336
H -1.560 2.491 1.471
H 1.000 1.772 3.724
H 3.216 1.568 -4.573
H -0.555 3.892 -3.742
```